[1]
C18H36BeCl2FKN2O11PSi as an isolated structure in a non-equilibrium geometry. Source: the Open Molecules 2025 dataset; level of theory: wB97M-V/def2-TZVPD.

Structure (ORCA input):
```
! wB97M-V def2-TZVPD RIJCOSX def2/J DEFGRID3
* xyz -1 1
C -3.495 1.408 0.912
C -2.364 1.816 1.442
N -1.038 1.795 0.741
C -0.096 2.363 1.733
N 1.207 2.704 1.194
C -0.787 0.318 0.436
C 0.563 0.064 -0.265
O 0.543 -1.098 -1.052
Si 0.112 -0.821 -2.666
C 0.393 -2.463 -3.558
C 1.194 0.448 -3.540
C -1.712 -0.413 -2.903
P -1.232 2.800 -0.740
O -0.570 4.110 -0.562
H -4.449 1.631 1.375
H -3.553 0.786 0.021
H -2.395 2.224 2.445
H -0.027 1.693 2.597
H -0.570 3.284 2.108
H 1.554 3.630 1.477
H 1.306 2.541 0.199
H -1.578 -0.073 -0.205
H -0.831 -0.209 1.390
H 1.308 -0.096 0.525
H 0.926 0.913 -0.869
H 1.396 -2.398 -3.991
H -0.310 -2.608 -4.380
H 0.368 -3.305 -2.865
H 0.538 0.980 -4.242
H 1.999 0.004 -4.127
H 1.635 1.217 -2.894
H -1.967 -0.799 -3.890
H -1.922 0.659 -2.914
H -2.349 -0.967 -2.201
H -2.572 3.000 -1.084
H -0.637 2.086 -1.797
C -0.032 -2.732 3.659
C -0.859 -2.814 4.922
O -0.952 -1.443 5.319
C -0.795 -0.686 4.220
O -0.914 0.508 4.208
O -0.362 -1.432 3.169
H -0.287 -3.496 2.929
H 1.041 -2.777 3.858
H -1.865 -3.199 4.748
H -0.379 -3.409 5.696
C -1.781 2.808 -5.075
O -2.215 3.318 -4.019
O -1.442 3.480 -6.093
O -1.632 1.550 -5.241
Be 0.715 4.960 2.720
Cl -3.060 -0.697 3.047
O -4.366 -1.680 -4.513
H -4.993 -1.006 -4.828
H -4.166 -2.334 -5.205
H -4.699 -2.126 -3.628
F 6.645 -3.270 1.094
C 5.943 -2.162 1.199
C 6.231 -1.263 2.214
C 5.489 -0.095 2.317
C 4.464 0.157 1.415
C 4.183 -0.757 0.402
C 4.926 -1.921 0.287
H 7.028 -1.484 2.912
H 5.710 0.617 3.103
H 3.886 1.069 1.505
H 3.380 -0.564 -0.300
H 4.732 -2.647 -0.491
O -4.663 -2.034 -1.626
H -4.396 -1.171 -1.296
O -5.061 1.184 4.165
H -4.108 1.347 4.164
K 2.800 4.214 0.829
Cl 5.267 -5.238 0.369
*
```

- HOMO level: -3.8 eV
- Orbital gap: 1.35 eV
- Max |F|: 8.65 eV/Å


[2]
A 9-piece molecular cluster, C18H36Br18 overall in a non-equilibrium geometry. Source: the Open Molecules 2025 dataset; level of theory: wB97M-V/def2-TZVPD.

Structure (ORCA input):
```
! wB97M-V def2-TZVPD RIJCOSX def2/J DEFGRID3
* xyz 0 1
Br -2.167 2.792 -1.476
C -0.969 4.397 -1.373
C -1.868 5.604 -1.311
Br -0.860 7.317 -1.193
H -0.422 4.410 -2.310
H -0.299 4.211 -0.541
H -2.638 5.563 -0.548
H -2.372 5.643 -2.275
Br -0.369 -2.685 -0.713
C 0.868 -1.193 -0.916
C 0.041 -0.111 -1.588
Br 1.065 1.508 -2.001
H 1.669 -1.495 -1.586
H 1.259 -0.896 0.053
H -0.773 0.210 -0.938
H -0.482 -0.498 -2.460
Br -3.545 -0.719 -3.119
C -3.956 -2.127 -1.871
C -3.777 -3.480 -2.549
Br -4.164 -4.934 -1.299
H -4.973 -2.049 -1.500
H -3.184 -2.135 -1.103
H -2.747 -3.554 -2.882
H -4.436 -3.526 -3.415
Br 4.662 3.901 -6.077
C 3.729 4.073 -4.328
C 2.591 5.059 -4.495
Br 2.064 5.955 -2.810
H 4.506 4.467 -3.682
H 3.385 3.095 -4.012
H 1.716 4.480 -4.784
H 2.799 5.816 -5.242
Br -3.559 -5.839 3.634
C -3.232 -4.900 1.965
C -2.273 -3.752 2.138
Br -0.405 -4.416 2.413
H -4.180 -4.441 1.685
H -2.878 -5.526 1.152
H -2.512 -3.157 3.019
H -2.322 -3.010 1.344
Br 1.255 -1.037 3.601
C 1.324 -0.379 5.425
C 2.667 -0.779 6.012
Br 2.832 -0.127 7.845
H 0.479 -0.822 5.945
H 1.192 0.701 5.466
H 3.480 -0.321 5.458
H 2.736 -1.862 5.973
Br -2.758 4.263 2.830
C -3.175 2.398 2.508
C -2.049 1.536 1.990
Br -2.701 -0.142 1.227
H -3.942 2.386 1.736
H -3.568 2.064 3.462
H -1.301 1.351 2.762
H -1.431 1.987 1.218
Br 6.079 1.448 1.713
C 4.493 2.551 2.036
C 3.459 1.653 2.658
Br 1.868 2.692 3.147
H 4.167 3.063 1.135
H 4.758 3.377 2.695
H 3.793 1.209 3.590
H 3.141 0.857 1.991
Br -1.172 -5.794 -3.227
C 0.584 -5.132 -3.770
C 1.526 -5.439 -2.626
Br 3.247 -4.483 -2.882
H 0.481 -4.070 -3.973
H 0.766 -5.650 -4.705
H 1.654 -6.514 -2.546
H 1.125 -5.043 -1.699
*
```

- HOMO level: -9.9 eV
- Orbital gap: 10.00 eV
- Max |F|: 1.54 eV/Å
- ΔE to the lowest compared entry with this formula, charge and spin: 0.7373 eV


[3]
C18H36BrCrN2OP2 as an isolated structure. Source: the Open Molecules 2025 dataset; level of theory: wB97M-V/def2-TZVPD.

Structure (ORCA input):
```
! wB97M-V def2-TZVPD RIJCOSX def2/J DEFGRID3
* xyz 2 2
Cr -0.438 -0.218 -0.159
C -3.440 0.379 2.037
P -1.757 0.892 1.593
C -1.918 2.696 1.423
C -0.823 0.705 3.157
C 0.667 0.911 2.882
P 1.225 -0.293 1.621
C 1.543 -1.789 2.596
C 2.892 0.287 1.187
H -3.469 -0.677 2.303
H -4.124 0.545 1.204
H -3.781 0.963 2.892
H -2.416 3.106 2.302
H -2.514 2.939 0.542
H -0.939 3.164 1.319
H -1.013 -0.305 3.533
H -1.191 1.401 3.912
H 1.263 0.804 3.790
H 0.856 1.915 2.490
H 2.339 -1.559 3.305
H 1.853 -2.620 1.966
H 0.653 -2.084 3.149
H 3.478 0.400 2.100
H 2.843 1.253 0.683
H 3.397 -0.428 0.538
C 0.155 -3.660 -0.112
C -1.057 -3.106 0.634
C -2.177 -4.150 0.643
C -1.626 -1.790 0.072
H 0.562 -4.524 0.414
H 0.960 -2.931 -0.233
H -0.130 -4.003 -1.110
H -0.777 -2.928 1.676
H -2.534 -4.339 -0.372
H -3.027 -3.826 1.246
H -1.815 -5.094 1.052
H -2.505 -1.519 0.656
H -1.985 -1.926 -0.962
C -0.292 4.728 -2.578
N 0.192 3.619 -1.731
C 1.522 3.673 -1.120
C -0.555 2.563 -1.563
O -0.199 1.566 -0.880
H 0.477 5.492 -2.615
H -1.195 5.162 -2.157
H -0.483 4.380 -3.591
H 1.901 4.687 -1.192
H 2.207 3.000 -1.637
H 1.461 3.389 -0.071
H -1.526 2.577 -2.063
Br 4.241 0.283 -3.399
C 2.604 -0.600 -3.188
C 2.144 -1.520 -4.120
C 0.917 -2.116 -3.892
C 0.200 -1.788 -2.755
N 0.650 -0.910 -1.848
C 1.837 -0.326 -2.075
H 2.730 -1.758 -4.998
H 0.510 -2.835 -4.589
H -0.758 -2.247 -2.563
H 2.183 0.391 -1.345
*
```

- HOMO level (alpha / beta): -15.0 / -14.8 eV
- Orbital gap (alpha / beta): 8.53 / 8.80 eV
- Max |F|: 0.61 eV/Å
- ΔE to the lowest compared entry with this formula, charge and spin: 0.1462 eV


[4]
C18H36ClNaO22 as an isolated structure in a non-equilibrium geometry. Source: the Open Molecules 2025 dataset; level of theory: wB97M-V/def2-TZVPD.

Structure (ORCA input):
```
! wB97M-V def2-TZVPD RIJCOSX def2/J DEFGRID3
* xyz 0 1
Na -2.815 -2.523 -0.268
Cl -0.769 0.559 -0.935
O -0.570 -0.062 -2.229
O -1.632 1.682 -1.127
O -1.366 -0.336 0.045
O 0.480 1.051 -0.375
C -4.224 1.039 0.850
O -4.065 0.487 2.156
C -4.135 -0.793 2.341
O -4.099 -1.668 1.493
O -4.200 -1.052 3.623
C -4.252 -2.386 4.085
H -3.953 0.287 0.112
H -3.598 1.919 0.751
H -5.251 1.355 0.668
H -4.916 -2.940 3.416
H -4.718 -2.453 5.065
H -3.265 -2.844 4.121
C 5.060 -0.132 2.170
O 4.415 -0.724 1.058
C 3.272 -1.348 1.250
O 2.741 -1.533 2.320
O 2.842 -1.824 0.101
C 1.583 -2.463 -0.044
H 5.695 0.651 1.753
H 5.680 -0.815 2.745
H 4.383 0.406 2.835
H 1.646 -3.357 0.581
H 1.406 -2.607 -1.105
H 0.801 -1.805 0.343
C -7.569 -1.166 -3.382
O -6.533 -2.027 -2.905
C -5.391 -1.463 -2.557
O -4.600 -1.926 -1.789
O -5.142 -0.378 -3.277
C -3.998 0.439 -3.028
H -8.436 -1.791 -3.584
H -7.306 -0.654 -4.303
H -7.878 -0.428 -2.643
H -4.307 1.474 -3.131
H -3.184 0.185 -3.704
H -3.647 0.268 -2.009
C -1.971 0.799 6.036
O -1.162 1.111 4.946
C -0.874 2.417 4.727
O -1.283 3.322 5.396
O -0.167 2.599 3.640
C 0.257 1.526 2.795
H -2.662 -0.011 5.821
H -2.609 1.604 6.422
H -1.404 0.580 6.948
H 1.163 1.798 2.268
H -0.550 1.239 2.128
H 0.549 0.653 3.381
C 3.280 2.716 0.899
O 4.567 3.323 0.805
C 5.404 3.177 1.810
O 5.190 2.584 2.829
O 6.513 3.816 1.503
C 7.600 3.771 2.421
H 3.314 1.639 1.089
H 2.778 2.779 -0.060
H 2.801 3.192 1.753
H 8.378 4.417 2.035
H 7.920 2.731 2.505
H 7.278 4.085 3.414
C 2.264 -1.582 -4.126
O 2.327 -1.185 -5.499
C 2.833 -1.965 -6.394
O 3.475 -2.977 -6.245
O 2.490 -1.512 -7.629
C 2.818 -2.352 -8.720
H 2.047 -2.641 -4.033
H 1.475 -0.970 -3.691
H 3.150 -1.245 -3.589
H 3.204 -1.779 -9.561
H 1.904 -2.833 -9.075
H 3.521 -3.129 -8.434
*
```

- HOMO level: -9.9 eV
- Orbital gap: 9.10 eV
- Max |F|: 2.57 eV/Å
- ΔE to the lowest compared entry with this formula, charge and spin: 1.4305 eV


[5]
C18H36O36S9 as an isolated structure in a non-equilibrium geometry. Source: the Open Molecules 2025 dataset; level of theory: wB97M-V/def2-TZVPD.

Structure (ORCA input):
```
! wB97M-V def2-TZVPD RIJCOSX def2/J DEFGRID3
* xyz -1 2
C 10.847 -11.218 -7.310
C 9.876 -10.022 -7.426
O 9.542 -9.776 -6.114
S 10.782 -10.200 -5.019
O 10.336 -11.087 -3.941
O 11.610 -9.062 -4.662
O 11.669 -11.019 -6.173
H 11.603 -11.200 -8.095
H 10.384 -12.186 -7.500
H 8.933 -10.044 -7.972
H 10.368 -9.088 -7.699
C 5.242 -11.051 4.567
C 6.259 -11.135 5.634
O 5.500 -11.116 6.857
S 3.947 -11.637 6.630
O 2.975 -10.571 6.917
O 3.795 -12.964 7.271
O 4.092 -11.708 5.014
H 5.722 -11.507 3.701
H 4.902 -10.022 4.441
H 7.065 -10.402 5.666
H 6.774 -12.096 5.651
C 6.593 -11.094 -4.245
C 5.674 -10.591 -5.324
O 5.522 -11.536 -6.434
S 6.491 -12.873 -6.178
O 7.819 -12.574 -6.669
O 5.817 -14.110 -6.501
O 6.490 -12.539 -4.522
H 6.014 -10.915 -3.339
H 7.598 -10.675 -4.199
H 6.045 -9.629 -5.677
H 4.789 -10.321 -4.748
C 3.547 -12.742 1.788
C 2.152 -13.165 1.367
O 2.206 -13.292 -0.067
S 3.302 -12.318 -0.786
O 2.736 -11.017 -1.102
O 4.101 -13.115 -1.703
O 4.207 -12.225 0.602
H 4.142 -13.549 2.217
H 3.691 -12.018 2.590
H 1.568 -12.244 1.394
H 1.738 -14.110 1.719
C 9.011 -7.401 -1.641
C 9.927 -6.230 -2.120
O 9.219 -5.075 -2.171
S 7.602 -5.298 -1.787
O 6.786 -5.318 -3.000
O 7.198 -4.358 -0.730
O 7.792 -6.869 -1.195
H 9.405 -8.083 -0.887
H 8.948 -8.025 -2.533
H 10.265 -6.569 -3.099
H 10.820 -6.111 -1.506
C 3.940 -16.962 -1.033
C 4.769 -18.040 -0.347
O 6.020 -17.375 -0.010
S 6.412 -16.524 -1.325
O 6.952 -17.568 -2.255
O 7.186 -15.324 -1.050
O 4.846 -16.066 -1.537
H 3.329 -16.386 -0.338
H 3.183 -17.390 -1.690
H 4.881 -18.904 -1.003
H 4.392 -18.384 0.616
C 12.170 -10.254 4.176
C 10.923 -9.473 4.618
O 11.058 -9.343 6.002
S 11.898 -10.622 6.682
O 10.958 -11.729 6.894
O 12.842 -10.282 7.768
O 12.732 -10.789 5.328
H 12.830 -9.480 3.783
H 11.982 -10.952 3.360
H 10.048 -10.029 4.283
H 10.863 -8.515 4.101
C 8.487 -10.952 -1.114
C 7.541 -12.166 -0.832
O 8.256 -12.789 0.204
S 8.970 -11.721 1.287
O 10.400 -12.062 1.363
O 8.191 -11.796 2.538
O 8.675 -10.446 0.245
H 8.244 -10.278 -1.936
H 9.330 -11.447 -1.596
H 7.168 -12.771 -1.659
H 6.681 -11.641 -0.415
C 13.864 -13.122 2.309
C 13.108 -14.103 3.300
O 14.081 -14.597 4.304
S 15.327 -13.556 4.430
O 16.590 -14.138 4.011
O 15.405 -12.991 5.793
O 14.810 -12.517 3.263
H 13.235 -12.337 1.888
H 14.410 -13.755 1.610
H 12.712 -15.004 2.832
H 12.305 -13.607 3.846
*
```

- HOMO level (alpha / beta): -1.1 / -7.3 eV
- Orbital gap (alpha / beta): 2.69 / 8.86 eV
- Max |F|: 4.95 eV/Å


[6]
The molecule C18H37BFN2O9PS in a non-equilibrium geometry. Source: the Open Molecules 2025 dataset; level of theory: wB97M-V/def2-TZVPD.

Structure (ORCA input):
```
! wB97M-V def2-TZVPD RIJCOSX def2/J DEFGRID3
* xyz 0 1
C -0.521 -1.588 -5.377
C -1.003 -0.151 -5.106
C -1.693 -0.020 -3.742
C -1.478 1.363 -3.151
N -2.012 1.608 -1.795
C -1.549 0.728 -0.739
S -2.505 -0.851 -0.468
O -3.151 -0.884 0.792
O -1.628 -1.929 -0.787
F -3.623 -0.775 -1.556
C -0.098 0.186 -0.755
O 0.649 -0.098 -1.670
O 0.227 -0.020 0.550
C -0.324 1.006 1.418
C 0.860 1.987 1.571
C 2.181 1.336 2.027
C 3.145 0.955 0.887
C 3.369 -0.545 0.746
C 4.100 -1.176 1.942
C 4.880 -2.424 1.513
C 4.006 -3.651 1.347
O 3.122 -3.569 0.236
C 3.721 -3.899 -0.988
P -0.739 0.278 3.067
O -2.146 -0.010 3.299
O -0.059 1.235 4.137
O 0.165 -1.054 3.166
C -1.418 1.646 0.520
B -2.726 2.372 1.114
O -2.659 3.754 1.104
N -3.920 1.718 1.626
C -4.561 2.465 2.717
C -4.930 1.489 0.592
H -0.850 -1.946 -6.349
H 0.563 -1.645 -5.379
H -0.876 -2.289 -4.628
H -0.139 0.504 -5.139
H -1.721 0.110 -5.879
H -2.748 -0.270 -3.805
H -1.219 -0.756 -3.095
H -0.432 1.647 -3.168
H -1.987 2.076 -3.799
H -3.022 1.569 -1.838
H 1.055 2.448 0.607
H 0.590 2.768 2.276
H 2.028 0.470 2.663
H 2.683 2.077 2.646
H 2.766 1.311 -0.069
H 4.114 1.420 1.055
H 2.445 -1.086 0.581
H 3.973 -0.708 -0.145
H 4.778 -0.457 2.399
H 3.390 -1.482 2.709
H 5.426 -2.199 0.599
H 5.627 -2.669 2.270
H 4.658 -4.516 1.195
H 3.379 -3.817 2.217
H 3.547 -4.945 -1.250
H 3.279 -3.298 -1.778
H 4.794 -3.709 -1.007
H 0.591 0.746 4.653
H -0.104 -1.604 2.417
H -0.885 2.491 0.094
H -3.477 4.110 0.751
H -5.002 3.403 2.360
H -5.389 1.863 3.081
H -3.848 2.662 3.507
H -5.487 2.406 0.358
H -4.524 1.058 -0.315
H -5.659 0.773 0.970
*
```

- HOMO level: -8.7 eV
- Orbital gap: 9.11 eV
- Max |F|: 2.31 eV/Å
- ΔE to the lowest compared entry with this formula, charge and spin: 0.6996 eV


- The lowest max |F| belongs to which entry?
  C18H36BrCrN2OP2


- Look up the max |F| of the third one.
  0.61 eV/Å


- What is the max |F| in the fourth record?
  2.57 eV/Å